[1]
13
Properties=species:S:1:pos:R:3:forces:R:3:mulliken_charge:R:1 method="wB97M-V/def2-TZVPD" de_lowest_ev=1.510 e_homo_ev=-10.2 fmax_ev_per_a=3.7
C 0.284 0.387 1.619 1.36 3.47 -0.28 -0.350
C 0.504 -0.681 0.586 -0.73 -0.84 0.33 -0.284
C -0.546 0.091 -0.219 0.93 0.13 -0.52 0.740
C -0.225 0.336 -1.650 2.05 -0.39 -0.05 -1.387
O -0.508 1.174 0.612 0.37 -0.03 0.88 -0.404
Br 2.268 -1.008 -0.012 0.59 0.35 -0.46 -0.109
Br -2.350 -1.015 0.064 1.01 0.79 -0.46 -0.249
H -0.433 0.148 2.338 -0.70 -0.73 1.60 0.265
H 1.142 1.085 2.057 -1.66 -1.88 -1.09 0.238
H 0.135 -1.660 0.793 -0.07 -0.49 0.66 0.393
H 0.527 1.114 -1.947 -0.16 -0.54 1.42 0.334
H -0.992 0.633 -2.245 -2.83 0.37 -1.54 0.439
H 0.193 -0.602 -1.995 -0.16 -0.20 -0.50 0.373

=====

[2]
13
Properties=species:S:1:pos:R:3:forces:R:3:mulliken_charge:R:1 method="wB97M-V/def2-TZVPD" de_lowest_ev=2.056 e_homo_ev=-9.0 fmax_ev_per_a=4.7
C -1.902 -0.946 -0.119 2.03 1.24 1.05 0.109
C 0.003 1.155 -0.182 0.98 1.20 -2.92 -1.144
C 0.797 -1.190 0.127 -2.00 2.68 0.48 -0.957
C -0.205 -0.053 0.567 -1.85 -4.12 -1.47 0.218
O -2.760 -0.345 -0.675 0.91 -0.82 0.65 -0.407
Br 0.445 -1.601 -1.711 0.40 -0.36 -0.26 -0.111
Br -0.260 0.062 2.483 0.03 0.04 -0.05 -0.097
H -1.792 -2.071 0.085 -0.49 1.17 -0.17 0.325
H -0.327 2.025 0.279 -0.73 1.53 1.22 0.459
H 1.121 1.375 -0.431 -1.89 -0.63 0.12 0.260
H -0.670 1.102 -1.107 1.38 0.09 0.80 0.299
H 0.575 -1.961 0.785 0.03 -2.04 0.65 0.525
H 1.770 -0.800 0.263 1.21 0.00 -0.10 0.522

=====

[3]
14
Properties=species:S:1:pos:R:3:forces:R:3:mulliken_charge:R:1 method="wB97M-V/def2-TZVPD" de_lowest_ev=1.673 e_homo_ev=-8.9 fmax_ev_per_a=5.3
C -1.303 2.190 0.635 0.39 -4.20 1.67 0.484
C 1.072 0.363 0.057 -4.71 2.30 0.90 -1.396
C -1.305 -0.506 -0.619 -0.49 0.18 -0.74 -0.836
C -0.505 0.197 0.442 0.64 4.10 0.30 0.626
O -1.893 2.346 1.664 0.91 0.63 -1.67 -0.446
O -0.720 -0.199 1.713 -0.33 -0.72 0.43 -0.491
Cl -0.990 3.270 -0.660 -0.14 0.75 -0.36 -0.143
Br -3.165 -1.056 -0.233 0.74 0.33 0.26 -0.134
H 1.529 0.847 0.890 0.46 0.46 0.31 0.325
H 1.415 -0.572 -0.071 1.52 -3.37 -0.51 0.489
H 1.074 0.920 -0.852 0.50 0.51 -0.57 0.374
H -1.447 0.095 -1.561 0.70 -0.59 1.09 0.357
H -0.761 -1.427 -0.802 -0.18 -0.23 -0.43 0.415
H -0.674 0.511 2.380 -0.01 -0.16 -0.69 0.377

=====

[4]
12
Properties=species:S:1:pos:R:3:forces:R:3:mulliken_charge:R:1 method="wB97M-V/def2-TZVPD" de_lowest_ev=2.541 e_homo_ev=-9.7 fmax_ev_per_a=4.7
C -1.331 0.397 -0.268 3.22 -0.71 2.17 -0.412
C -1.658 -0.437 -1.196 -0.37 0.96 -1.29 0.048
C 1.627 0.382 0.398 0.55 0.25 0.69 -0.919
C 0.384 -0.180 0.950 -4.62 0.73 -0.73 -0.341
F -2.520 -0.163 -2.253 0.78 -0.52 1.36 -0.239
Br 0.192 -2.156 1.135 0.41 1.58 -0.13 -0.128
H -1.628 1.395 -0.154 -0.43 1.21 0.44 0.343
H -1.053 -1.286 -1.252 0.07 -1.90 -0.79 0.254
H 1.905 1.346 0.791 -0.63 0.64 0.43 0.336
H 1.597 0.511 -0.635 -0.06 -0.12 -1.88 0.293
H 2.501 -0.168 0.649 0.61 -1.10 0.12 0.372
H -0.016 0.358 1.834 0.47 -1.03 -0.39 0.393

=====

[5]
14
Properties=species:S:1:pos:R:3:forces:R:3:mulliken_charge:R:1 method="wB97M-V/def2-TZVPD" de_lowest_ev=0.517 e_homo_ev=-7.9 fmax_ev_per_a=2.9
H -4.495 0.779 1.485 -0.52 0.15 0.09 0.233
O -4.404 0.504 0.574 -0.89 0.55 1.09 -0.964
C -0.852 -1.163 -0.815 0.63 -2.83 -0.20 -0.203
O -0.442 0.215 -0.891 -0.57 1.70 -0.06 -0.267
O -0.873 -1.738 -1.882 0.38 0.51 0.31 -0.489
Ca -2.835 -0.194 -0.343 0.58 0.04 -0.92 1.555
C 0.868 0.718 -0.644 -0.01 -0.14 -0.42 -0.504
C 1.460 0.297 0.665 0.08 -0.49 0.30 0.032
C 2.540 -0.477 0.777 -0.51 -0.24 0.03 -0.658
H 0.725 1.808 -0.657 0.36 -0.25 -0.19 0.209
H 1.483 0.374 -1.486 0.20 0.36 0.25 0.329
H 0.917 0.613 1.562 0.28 0.07 -0.20 0.237
H 2.913 -0.791 1.753 -0.05 0.18 -0.29 0.261
H 2.995 -0.945 -0.099 0.04 0.40 0.20 0.228

=====

[6]
13
Properties=species:S:1:pos:R:3:forces:R:3:mulliken_charge:R:1 method="wB97M-V/def2-TZVPD" de_lowest_ev=0.000 e_homo_ev="-15.9 / -16.1" spin_multiplicity=2 fmax_ev_per_a=4.4 total_charge=+2
C -0.378 -0.758 1.687 -0.22 -0.61 0.26 -1.236
C -0.032 0.429 0.927 2.96 0.91 -0.14 -0.278
H -0.398 -0.730 2.782 0.05 -0.10 -0.31 0.335
H -0.259 -1.745 1.229 -0.01 0.27 0.23 0.441
H -0.366 1.376 1.373 0.00 -0.19 -0.24 0.341
H -0.264 0.385 -0.145 0.01 0.08 0.31 0.360
Li -2.630 -0.524 1.223 -0.08 -0.18 -0.14 0.946
O 2.056 1.947 2.799 2.23 0.94 -2.78 -0.615
C 2.474 1.257 1.759 -0.26 -1.46 -1.79 0.019
C 1.714 0.557 0.899 -1.95 -0.19 0.14 -0.403
Cd 1.054 2.123 4.277 -2.20 0.33 3.83 1.379
H 2.169 -0.010 0.086 -0.16 0.31 0.22 0.377
H 3.549 1.347 1.537 -0.37 -0.13 0.42 0.335